C33H77BrIN5O12PS8 as an isolated structure. Source: the OMol25 dataset; level of theory: ωB97M-V/def2-TZVPD.

As for the spin multiplicity: 1. The value obtained for the HOMO energy is -9.644 eV. The total charge is +1. As for the gap between HOMO and LUMO: 7.2 eV. For the calculated total energy, the calculation gives -8878.3825 Ha.

```
138
Properties=species:S:1:pos:R:3:forces:R:3:mulliken_charge:R:1
I -1.838334 4.329627 -2.447588 -0.0806 -0.1072 0.0723 0.02
Br -3.714338 -1.505728 0.816027 0.0999 0.1176 -0.0945 0.10
S 2.874885 3.302262 9.128714 0.0534 -0.0016 -0.0479 0.50
S 0.544145 -6.749123 -4.344995 0.0356 -0.0815 -0.0077 0.39
S 1.435464 -2.566465 -0.282565 -0.1603 -0.1711 -0.3305 -0.10
S -4.716771 8.241145 -3.379445 0.1905 0.0183 0.0085 0.51
S -2.196993 1.003692 6.627549 -0.0380 0.0915 0.1701 0.38
S -3.429434 -0.806305 -2.052933 0.1813 0.3091 -0.3447 -0.08
S -5.497485 9.072354 -7.363496 -0.2128 -0.0414 0.1045 0.69
S 6.480290 -5.599460 -0.044559 -0.0795 0.0343 0.0464 0.57
P -2.311060 1.215444 1.687165 0.7051 0.7334 0.0685 0.55
O 7.072816 -6.334447 -1.188999 0.0184 -0.0260 -0.0686 -0.65
O -1.521448 2.438796 1.900576 -0.1866 -0.3195 -0.1071 -0.78
O -1.986823 0.820133 5.157076 -0.0032 -0.0510 -0.1957 -0.72
O -2.169440 1.528459 -3.206019 0.1909 -0.1056 0.4098 -0.49
O 5.185202 1.092974 1.179069 -0.0680 0.4170 -0.1229 -0.32
O -0.497902 -6.501240 -3.302313 -0.0409 0.2230 -0.0265 -0.53
O -3.878714 1.520965 1.725335 0.0364 -0.2861 0.1914 -0.56
O -4.170196 8.398953 -7.429536 0.0365 -0.0690 0.0039 -0.64
O -5.570826 9.249702 -4.050807 -0.1044 0.1047 -0.0047 -0.60
O -1.985525 0.053244 2.694910 -0.4073 0.2552 -0.0336 -0.20
O 6.279558 -0.799481 0.748492 0.0652 0.1141 0.1920 -0.55
O 1.401594 3.481939 9.043821 -0.0962 -0.1055 -0.0120 -0.60
N -2.000842 -3.212053 -0.542730 0.5509 0.0867 0.4552 -0.37
N -0.493482 0.687113 -0.305653 0.0256 -0.3690 -0.1644 1.02
N -1.256417 -1.951500 -0.707531 -0.3822 -0.1716 -0.3073 0.57
N 1.143644 -3.272098 3.208270 -0.3110 -0.0129 -0.3145 -0.62
N 0.827499 -1.685052 -3.864497 -0.0904 0.1944 0.1186 -0.54
C 1.564473 -5.274145 -4.414018 -0.0207 0.0921 -0.0041 -0.75
C -1.249775 -4.483604 -0.546690 -0.0457 -0.6172 -0.2084 -0.35
C 0.208685 -0.272425 0.538231 -0.0565 0.5045 -0.3609 -2.14
C -3.028347 -0.474963 7.201630 -0.0095 -0.0768 -0.0219 -0.98
C 3.205410 1.605802 8.632562 0.0574 -0.0634 -0.0107 -0.91
C -6.462886 8.450570 -8.748259 0.0414 0.0108 -0.1174 -0.99
C 6.086171 0.152439 1.469830 0.0153 -0.4549 -0.2709 0.74
C 0.090900 -0.964154 -2.807988 0.1952 -0.5303 -0.3900 0.82
C 6.793772 0.398573 2.757500 0.1901 -0.0842 0.2401 -1.06
C 0.366378 -3.514906 2.231542 0.5134 0.1425 0.4815 -0.73
C 2.500827 1.520708 -1.369448 -0.0050 0.0843 -0.2182 -0.42
C -5.515951 7.844900 -1.819073 -0.0459 -0.0987 0.0357 -0.89
C 3.283435 3.066183 10.860414 -0.0106 -0.0037 0.0763 -0.92
C 1.142400 2.218561 -1.434330 -0.1670 -0.1123 0.1534 -1.07
C -5.284922 10.728056 -8.020515 0.0748 0.0577 -0.0522 -1.00
C -2.654864 1.798760 -0.837207 0.2941 0.3479 0.5235 -2.63
C 0.216319 1.986936 -0.227547 0.7079 0.0694 -0.4396 -0.99
C 3.409422 1.930853 -0.215805 0.2154 -0.1279 0.0389 -0.65
C 7.556252 -5.870958 1.368020 0.0496 0.0064 0.0560 -0.93
C 4.521425 0.911566 -0.075320 -0.3493 -0.1909 -0.1007 -0.42
C -5.036395 6.667912 -4.178390 -0.0645 -0.1371 -0.0883 -0.75
C -1.920597 0.639627 -0.097333 -0.4009 -0.2280 0.0789 0.81
C -0.253769 -6.513638 -5.932271 -0.0359 0.0382 -0.0599 -1.01
C -0.497398 -2.390151 1.724001 -0.2851 -0.3789 0.3076 -0.78
C -2.230102 2.201756 -2.231392 -0.1850 -0.0101 -0.6709 0.11
C 6.881130 -3.864628 -0.258847 0.0310 0.0493 0.0498 -0.80
C -0.712160 -2.060978 -2.125543 0.3172 0.0332 -0.5557 -1.94
C -1.946373 -5.519090 0.353887 -0.3833 0.3213 -0.5473 -1.03
C -0.618126 0.677169 7.394483 0.1647 -0.0326 -0.0059 -1.00
C -2.426003 -0.831801 -0.539954 -0.6891 0.0492 0.4543 0.38
C -1.703466 -6.903495 -0.235797 0.3349 0.0615 0.1917 -0.64
C -0.206904 -7.242751 -0.190330 -0.4440 0.1337 -0.0426 -0.84
C -0.150897 -1.776178 0.349543 0.9358 0.0423 0.3303 1.08
H -1.627248 -5.458639 1.391387 0.0592 0.0649 0.1581 0.29
H 2.240639 -1.852416 0.505192 -0.0161 0.0191 0.2361 0.20
H 0.060465 1.480835 7.116194 -0.0463 0.0668 0.0378 0.29
H -0.445847 2.830897 -0.097499 -0.2677 -0.1141 -0.1076 0.69
H 6.331992 1.177688 3.353581 -0.0741 0.0610 -0.0353 0.31
H -0.026240 -8.312812 -0.146451 0.0539 -0.0488 0.0303 0.37
H 7.484588 -6.921747 1.639068 -0.0140 -0.0150 -0.0193 0.31
H 2.969565 1.521293 7.573682 0.0006 0.0254 -0.0126 0.28
H 2.892484 1.963788 0.744155 -0.1615 0.0501 -0.0099 0.18
H -0.099539 -2.956897 -2.145743 0.0233 -0.0677 0.3573 0.80
H -2.479185 -1.354825 6.867671 0.0234 0.0171 -0.0100 0.31
H -6.110560 6.480912 -4.201900 -0.0118 0.0526 0.0249 0.32
H -4.986048 7.020496 -1.340596 0.0103 0.0073 0.0083 0.30
H 0.622573 1.878047 -2.330584 -0.0277 0.1077 -0.1142 0.32
H -2.295356 -7.660075 0.275884 -0.0841 0.0483 0.0650 0.44
H 4.084307 -0.090384 -0.093677 0.0682 -0.0730 0.0539 0.10
H -0.744357 0.673744 8.476335 -0.0120 0.0580 0.0103 0.42
H 2.119902 -5.215005 -3.479633 0.0172 -0.0545 0.0196 0.28
H 6.820870 -0.536898 3.312495 0.0271 0.0050 0.0403 0.32
H -6.557246 7.580147 -2.002344 -0.0035 0.0199 -0.0255 0.30
H 7.953432 -3.751551 -0.416049 0.0084 -0.0411 -0.0142 0.37
H -4.521025 5.876128 -3.633720 0.0141 0.0030 -0.0044 0.18
H 0.822584 1.992044 0.678844 -0.1640 0.0902 0.1769 0.51
H 2.262120 -5.357257 -5.246684 0.0246 -0.0238 0.0056 0.49
H 2.643233 2.291622 11.281856 -0.0224 0.0035 -0.0215 0.30
H -3.012459 -5.279486 0.324965 -0.0713 -0.0774 0.1215 0.40
H 2.365116 0.435837 -1.361281 -0.0060 -0.0820 0.0814 -0.17
H -4.031598 -0.477475 6.781591 -0.0096 0.0291 -0.0015 0.34
H -4.648747 6.731268 -5.194976 0.0390 0.0810 0.0088 0.27
H -2.491004 2.689753 -0.232468 0.0108 -0.0455 0.0896 1.00
H 4.333946 2.790664 10.949225 0.0091 0.0205 -0.0046 0.35
H -4.309758 1.009263 2.421239 -0.2235 0.0164 -0.0932 0.37
H 0.239884 -6.860503 -1.100237 0.3474 0.0303 -0.0363 0.05
H 0.930815 -4.393446 -4.529808 -0.0328 -0.0142 -0.0005 0.09
H 3.815363 2.924735 -0.404755 -0.0017 0.0723 0.1024 0.55
H -0.372953 -1.630759 2.489122 -0.1401 0.1218 -0.1327 0.49
H 1.251195 -0.144424 0.281666 0.0897 -0.0194 0.0360 0.51
H 1.705203 -2.025073 -3.488161 0.0381 -0.0670 0.0131 0.27
H 1.291875 3.293403 -1.551961 0.0314 0.0452 0.0585 0.41
H -4.800726 10.674366 -8.995574 0.0150 -0.0227 0.0084 0.32
H 0.758120 -0.451498 -2.136410 -0.0633 0.2511 0.2239 -0.87
H 1.065384 -1.044518 -4.610012 -0.0214 -0.0062 -0.0887 0.31
H -4.168800 -1.877461 -1.749528 -0.0817 -0.0286 0.1039 0.33
H -0.200656 -4.374865 -0.299818 0.0328 0.2069 0.1833 -0.16
H -1.263907 -4.922308 -1.548279 0.1463 0.2021 -0.1656 0.78
H 3.107679 4.010500 11.370151 -0.0081 0.0188 -0.0092 0.32
H 4.259113 1.378314 8.791683 0.0071 -0.0058 -0.0139 0.40
H 7.224663 -5.251323 2.201159 -0.0076 -0.0022 0.0007 0.33
H 6.563093 -3.302137 0.617771 -0.0003 0.0340 -0.0197 0.22
H 1.640981 -4.112403 3.496304 0.0250 -0.0609 -0.0035 0.33
H 8.581682 -5.628642 1.090488 -0.0035 -0.0032 -0.0313 0.31
H -1.543817 -2.309538 -2.775544 -0.1761 0.1261 0.1440 0.70
H 6.342993 -3.504200 -1.132571 -0.0167 -0.0210 -0.0177 0.29
H -7.399659 9.003985 -8.809311 -0.0119 -0.0076 0.0155 0.35
H -5.463665 8.730063 -1.189480 0.0153 0.0241 -0.0163 0.32
H -3.087708 -0.445906 8.288787 -0.0121 0.0160 0.0088 0.40
H -0.764569 -5.551040 -5.942094 0.0075 0.0070 0.0302 0.29
H 0.281381 -4.509563 1.807131 -0.0696 -0.1147 -0.1909 0.30
H 0.245832 -6.757959 0.677327 0.1944 -0.1821 0.0644 0.26
H -6.669181 7.399521 -8.558932 0.0042 -0.0081 0.0252 0.29
H -3.734210 1.655612 -0.787250 -0.0405 -0.1798 -0.3671 0.64
H -4.658043 11.276901 -7.321749 -0.0029 -0.0106 0.0311 0.31
H -6.258846 11.210219 -8.097875 -0.0069 0.0004 0.0237 0.36
H 0.496883 -6.560420 -6.720417 0.0045 -0.0191 -0.0066 0.41
H -1.951037 0.426518 3.625833 0.1674 -0.3076 0.2767 0.58
H -0.972795 -7.318958 -6.062777 0.0057 -0.0223 0.0237 0.35
H -0.579898 -0.273460 -3.299639 -0.0966 0.3719 0.1400 0.22
H -5.893094 8.555322 -9.671679 0.0219 -0.0029 0.0122 0.32
H -0.233773 -0.281230 7.044702 -0.0547 -0.0085 -0.0324 0.39
H 2.575313 0.930842 9.212159 -0.0158 0.0287 0.0161 0.27
H -2.015102 -6.852393 -1.279570 -0.1402 -0.3377 -0.0233 0.36
H 3.031244 1.723042 -2.303800 -0.0157 -0.0068 -0.0471 0.76
H -2.577540 -3.224305 -1.375363 -0.2156 0.0358 0.0956 0.39
H 7.824844 0.676918 2.541863 0.0164 0.0198 -0.0254 0.29
H 0.116005 0.011634 1.588310 -0.0787 -0.1797 0.1027 0.83
H 5.239811 0.942059 -0.893555 0.1040 0.1118 0.0124 0.40
H -1.538089 -2.710958 1.762997 -0.0009 0.0326 -0.0873 0.44
```
Positions in Å, forces in eV/Å.

***

One molecule with the formula C4H7FN2O. Source: the OMol25 dataset; level of theory: ωB97M-V/def2-TZVPD.

Its SMILES is C/C(F)=C/N=C\NO. As for the spin multiplicity: 1. The value obtained for the HOMO energy is -8.308 eV. As for the gap between HOMO and LUMO: 8.9 eV. For the calculated total energy, the calculation gives -441.1382 Ha.

```
15
Properties=species:S:1:pos:R:3:forces:R:3:mulliken_charge:R:1
F 2.120099 1.191159 -0.676631 -0.0219 -0.1327 0.0155 -0.26
O -1.962970 -1.048310 1.304513 0.7192 0.6810 0.8293 -0.42
N -2.588242 -0.171510 0.409676 -0.1698 0.0062 0.4300 -0.20
N -0.585125 0.811777 -0.533011 0.2939 -0.2483 0.0979 -0.46
C 2.713003 -1.026528 -0.107161 -0.0326 -0.4473 -0.0071 -1.05
C 1.638030 -0.023324 -0.337475 0.0659 -0.0485 0.1150 0.56
C -1.815158 0.773867 -0.247249 -0.2859 0.0158 -0.1834 0.01
C 0.327004 -0.222517 -0.231321 -0.0282 0.6697 -0.1309 -0.38
H -2.465719 1.567874 -0.623189 0.1252 0.0163 0.0440 0.31
H -3.441784 0.192466 0.833055 0.3067 -0.0498 -0.2503 0.28
H 2.301722 -2.013233 0.149955 -0.0313 0.3756 -0.1254 0.30
H -1.434807 -0.489890 1.945385 -0.7450 -0.7099 -0.8919 0.34
H 3.381525 -0.736487 0.704026 -0.0177 0.1764 -0.0041 0.29
H 3.319459 -1.144521 -1.008509 -0.0097 0.0587 0.0219 0.28
H -0.001226 -1.201013 0.055433 -0.1688 -0.3634 0.0395 0.39
```
Positions in Å, forces in eV/Å.

***

A 2-piece molecular cluster, C6H13N2O overall. Source: the OMol25 dataset; level of theory: ωB97M-V/def2-TZVPD.

As for the spin multiplicity: 1. The value obtained for the HOMO energy is -12.541 eV. The total charge is +1. As for the gap between HOMO and LUMO: 9.1 eV. For the calculated total energy, the calculation gives -420.8405 Ha.

```
22
Properties=species:S:1:pos:R:3:forces:R:3:mulliken_charge:R:1
O -0.735041 0.947432 0.735623 1.3310 1.1258 0.5421 -0.48
N 1.672989 1.257856 -0.643708 -1.0145 -0.3011 -3.1664 -0.06
N 1.130810 -0.997124 -0.880785 0.3510 0.4201 -0.2541 -0.23
C 0.998689 0.127769 -1.403135 -1.2835 -1.5712 0.6468 -0.35
C -1.449844 1.028441 -0.416505 -2.3118 -1.4098 0.0325 -0.38
C 2.250299 0.586060 0.446168 -0.4908 -1.5499 2.1303 -0.64
C -2.711440 -1.163510 0.122469 2.3921 0.9542 0.4424 -1.14
C -2.386180 0.099455 -0.672128 1.2858 0.0617 1.5176 -0.11
C 2.084302 -0.917621 0.204490 -0.8153 -0.0480 1.0698 -0.43
H 2.300978 1.604573 -1.339232 0.9894 0.8769 -0.2480 0.38
H 3.238271 0.806870 0.551720 2.7179 0.9674 0.4143 0.51
H 1.677549 0.932213 1.284059 0.0622 -0.2588 0.7295 0.29
H -2.865412 0.217656 -1.570496 -1.4088 0.2469 -2.0257 0.46
H 1.057900 1.993869 -0.340059 -0.6809 0.3548 -0.0588 0.34
H -1.241200 0.472919 1.397227 -0.0878 -0.1448 0.1208 0.27
H -3.706745 -1.254898 0.436631 -1.7356 -0.0035 -0.2498 0.39
H 2.944956 -1.452826 -0.150167 0.7429 0.0037 0.0414 0.36
H -2.404887 -2.010450 -0.502402 -0.1493 -0.0615 0.4473 0.26
H -1.337357 1.923691 -1.035841 0.2641 -0.2923 0.3242 0.47
H 0.348827 0.252966 -2.238430 -0.0464 0.8859 -0.5494 0.54
H -2.197678 -1.190554 1.124040 0.0610 -0.2053 -1.0681 0.28
H 1.776927 -1.385487 1.161569 -0.1728 -0.0512 -0.8386 0.27
```
Positions in Å, forces in eV/Å.

***

An isolated ion of composition S2 and charge -1. Source: the OMol25 dataset; level of theory: ωB97M-V/def2-TZVPD.

As for the spin multiplicity: 2. The value obtained for the HOMO energy (alpha / beta) is -2.010 / -1.750 eV. The total charge is -1. As for the gap between HOMO and LUMO (alpha / beta): 6.0 / 5.7 eV. For the calculated total energy, the calculation gives -796.4116 Ha.

```
2
Properties=species:S:1:pos:R:3:forces:R:3:lowdin_spin:R:1
S 0.000000 0.000000 0.997668 0.0000 0.0000 0.0006 0.50
S 0.000000 0.000000 -0.997668 0.0000 0.0000 -0.0006 0.50
```
Positions in Å, forces in eV/Å.

***

Question: Which of these has the highest calculated total energy?
Answer: C6H13N2O